[1]
{
  "formula": "C38H33Br2CuN3O2S4Te",
  "method": "the ωB97M-V functional and the def2-TZVPD basis",
  "lumo_ha": [0.1250, 0.1250],
  "charge": -2,
  "multiplicity": 2,
  "total_energy_ha": -10431.981311,
  "homo_energy_ev": [-0.646, -0.608],
  "gap_ev": [4.0, 4.0],
  "elements": ["Te", "Br", "Br", "Cu", "S", "S", "S", "S", "O", "O", "N", "N", "N", "C", "C", "C", "C", "C", "C", "C", "C", "C", "C", "C", "C", "C", "C", "C", "C", "C", "C", "C", "C", "C", "C", "C", "C", "C", "C", "C", "C", "C", "C", "C", "C", "C", "C", "C", "C", "C", "C", "H", "H", "H", "H", "H", "H", "H", "H", "H", "H", "H", "H", "H", "H", "H", "H", "H", "H", "H", "H", "H", "H", "H", "H", "H", "H", "H", "H", "H", "H", "H", "H", "H"],
  "positions_angstrom": [[-0.982, 0.625, 0.421], [0.838, 6.356, -2.694], [6.201, 0.768, -4.259], [-0.393, -0.350, -3.188], [-0.823, -2.200, -4.757], [-4.757, -2.548, -2.894], [-2.918, -4.255, -4.332], [-3.080, -0.106, -2.960], [2.048, -1.966, -1.315], [-5.261, -5.087, -3.431], [0.050, -0.868, -1.370], [1.629, 0.052, -4.003], [-0.132, 1.866, -3.354], [-1.351, -3.192, -0.783], [-1.091, 2.713, -3.003], [0.043, -3.197, -0.820], [2.450, -0.971, -4.199], [3.078, -0.901, 2.781], [1.112, 2.320, -3.509], [-0.854, 4.063, -2.791], [-3.916, 0.720, 1.900], [0.437, 4.523, -2.965], [-1.615, 1.760, 2.171], [0.781, -0.008, 1.427], [-3.364, 2.260, 3.776], [-0.672, -1.320, 3.057], [-1.225, 3.258, 4.034], [-2.516, 3.082, 4.505], [-2.034, -4.344, -0.421], [3.826, -0.810, -4.278], [0.058, -5.493, -0.108], [1.806, -1.253, 3.220], [4.303, -1.390, 3.504], [3.177, -0.124, 1.644], [2.050, 0.324, 0.951], [-0.770, 2.628, 2.877], [0.800, -1.950, -1.205], [1.451, 3.658, -3.331], [-2.935, 1.601, 2.627], [2.129, 1.273, -3.841], [0.743, -4.346, -0.479], [-3.253, -1.788, -3.419], [3.491, 1.544, -3.921], [0.661, -0.833, 2.558], [-4.475, -4.161, -3.532], [-1.331, -5.494, -0.086], [-2.393, -2.590, -4.084], [-2.983, 3.772, 5.759], [4.331, 0.468, -4.148], [2.303, 1.120, -0.302], [0.637, 2.929, 2.434], [-0.546, 3.918, 4.570], [2.458, 4.025, -3.457], [2.832, 0.484, -1.013], [1.699, -1.896, 4.089], [-3.117, -4.348, -0.426], [0.846, 3.997, 2.549], [-4.387, 2.119, 4.114], [-4.019, 3.514, 5.985], [-2.076, 2.273, -2.891], [-1.218, -1.824, 2.257], [5.212, -1.026, 3.024], [4.346, -2.482, 3.514], [1.970, -1.941, -4.273], [0.795, 2.665, 1.391], [-1.889, -2.295, -1.064], [-1.871, -6.397, 0.176], [4.474, -1.664, -4.417], [2.917, 2.000, -0.080], [4.317, -1.055, 4.545], [-2.924, 4.859, 5.666], [-1.657, 4.722, -2.492], [4.158, 0.132, 1.253], [-2.376, 3.488, 6.622], [1.381, 1.446, -0.777], [3.901, 2.534, -3.787], [-4.067, 1.041, 0.867], [-1.301, -0.498, 3.409], [-0.530, -2.023, 3.879], [0.605, -6.393, 0.155], [-4.884, 0.723, 2.402], [1.825, -4.306, -0.513], [1.370, 2.375, 3.026], [-3.553, -0.308, 1.835]],
  "mulliken_charge": [0.439, -0.229, -0.229, -0.464, -0.534, -0.208, -0.229, -0.423, -0.874, -0.703, 1.294, 0.277, 0.065, 0.228, -0.241, 0.201, -0.249, 0.862, 0.636, -0.663, -1.737, -0.136, -0.699, 0.379, -0.908, -1.414, -0.865, 0.867, -0.981, -0.683, -0.596, -1.115, -1.716, -1.065, 1.490, 1.438, -0.259, -0.447, 1.207, 0.372, -0.188, -0.235, -0.390, 1.065, 0.619, -0.484, 0.181, -1.570, -0.161, -1.991, -1.744, 0.382, 0.464, 0.520, 0.305, 0.428, 0.566, 0.224, 0.340, 0.272, 0.155, 0.366, 0.341, 0.315, -0.027, 0.434, 0.374, 0.429, 0.657, 0.339, 0.327, 0.457, 0.251, 0.319, -0.447, 0.452, 0.307, 0.119, 0.453, 0.370, 0.375, 0.413, 0.278, 0.251]
}

---

[2]
{
  "formula": "C38H33CoFN4O4P",
  "method": "the ωB97M-V functional and the def2-TZVPD basis",
  "lumo_ha": [-0.0957, -0.0954],
  "charge": 1,
  "multiplicity": 2,
  "total_energy_ha": -3811.799464,
  "homo_energy_ev": [-10.546, -11.075],
  "gap_ev": [7.9, 8.5],
  "elements": ["Co", "P", "F", "O", "O", "O", "O", "N", "N", "N", "N", "C", "C", "C", "C", "C", "C", "C", "C", "C", "C", "C", "C", "C", "C", "C", "C", "C", "C", "C", "C", "C", "C", "C", "C", "C", "C", "C", "C", "C", "C", "C", "C", "C", "C", "C", "C", "C", "C", "H", "H", "H", "H", "H", "H", "H", "H", "H", "H", "H", "H", "H", "H", "H", "H", "H", "H", "H", "H", "H", "H", "H", "H", "H", "H", "H", "H", "H", "H", "H", "H", "H"],
  "positions_angstrom": [[-1.584, 1.171, -0.676], [-0.301, -0.595, -1.536], [4.930, 2.637, 0.077], [0.015, 1.897, 0.318], [-2.287, 0.606, 0.966], [-2.388, -0.119, 3.065], [-7.747, 2.709, -1.673], [-0.512, 2.327, -2.081], [-3.295, 1.266, -1.780], [1.565, 0.371, 3.786], [-6.920, 2.004, 0.327], [-0.702, -1.390, -4.190], [1.708, -1.739, 0.149], [3.459, -0.626, 4.958], [-4.399, 1.683, -1.143], [4.411, 0.398, 4.355], [4.093, 2.100, 0.979], [-6.877, 2.166, -1.023], [-0.240, -2.972, 1.713], [1.905, 1.488, 1.674], [-0.301, 0.666, 2.314], [-4.631, 0.695, -3.664], [-0.608, -2.192, 0.629], [0.480, 1.372, 1.384], [1.136, -0.903, 5.899], [2.756, 2.073, 0.726], [-0.670, -3.198, -2.608], [1.036, 0.407, -2.263], [2.951, 2.033, -3.473], [-3.414, 0.768, -3.012], [2.077, -2.525, 1.234], [0.783, 1.757, -2.468], [-0.895, -2.292, -5.227], [0.278, 0.223, 3.475], [4.635, 1.569, 2.146], [-0.576, -1.834, -2.869], [1.738, 2.567, -3.070], [1.107, -3.145, 2.013], [3.201, 0.673, -3.307], [-0.971, -3.655, -4.957], [-1.766, 0.357, 2.133], [-5.765, 1.144, -3.007], [2.431, 0.965, 2.861], [-0.863, -4.103, -3.651], [2.087, -0.003, 5.134], [0.362, -1.583, -0.169], [-5.650, 1.632, -1.715], [2.240, -0.134, -2.723], [3.821, 1.000, 3.097], [3.695, 2.673, -3.934], [4.139, 0.245, -3.646], [-1.004, -3.434, 2.329], [-4.254, 2.075, -0.142], [-0.922, -5.164, -3.434], [3.822, -0.967, 5.927], [-6.271, 1.422, 0.824], [0.919, -1.821, 5.340], [0.197, -0.411, 6.152], [5.377, -0.050, 4.125], [5.711, 1.600, 2.293], [-4.682, 0.293, -4.668], [-1.017, 2.604, -2.916], [2.411, -1.203, -2.639], [-0.974, -1.935, -6.249], [-0.356, 3.166, -1.536], [1.400, -3.762, 2.853], [1.528, 3.621, -3.227], [1.621, -1.182, 6.835], [-7.735, 2.339, 0.812], [-2.502, 0.420, -3.486], [-0.619, -0.331, -4.419], [3.129, -2.657, 1.462], [-0.365, -0.271, 4.191], [4.597, 1.191, 5.085], [2.211, 0.931, 5.687], [-1.662, -2.039, 0.412], [2.475, -1.241, -0.427], [2.349, 2.476, -0.194], [3.372, -1.499, 4.303], [-6.743, 1.123, -3.476], [-1.109, -4.364, -5.768], [-0.581, -3.565, -1.593]],
  "mulliken_charge": [0.455, 2.354, -0.373, -0.964, -0.672, -0.748, -0.585, -0.306, 0.179, 0.394, -0.348, -0.410, -0.541, -0.802, -0.328, -1.268, 0.132, 0.207, -0.832, 0.923, 0.210, -0.947, -0.565, 0.707, -1.899, -0.595, -0.507, 0.243, -0.650, -0.099, -0.680, -0.562, -0.879, -0.427, -0.804, 0.890, -0.445, -0.657, -0.957, -0.596, 0.103, -0.258, -1.340, -0.685, 0.515, 0.396, 0.179, -0.300, 1.213, 0.438, 0.477, 0.457, 0.553, 0.440, 0.418, 0.203, 0.311, 0.513, 0.487, 0.527, 0.460, 0.368, 0.632, 0.429, 0.434, 0.483, 0.505, 0.449, 0.225, 0.260, 0.297, 0.472, 0.658, 0.390, 0.189, 0.435, 0.358, 0.609, 0.177, 0.500, 0.396, 0.377]
}

---

[3]
{
  "formula": "C38H33CoFN4O4P",
  "method": "the ωB97M-V functional and the def2-TZVPD basis",
  "lumo_ha": [-0.0955, -0.0887],
  "charge": 1,
  "multiplicity": 2,
  "total_energy_ha": -3811.786405,
  "homo_energy_ev": [-10.915, -10.972],
  "gap_ev": [8.3, 8.6],
  "elements": ["Co", "P", "F", "O", "O", "O", "O", "N", "N", "N", "N", "C", "C", "C", "C", "C", "C", "C", "C", "C", "C", "C", "C", "C", "C", "C", "C", "C", "C", "C", "C", "C", "C", "C", "C", "C", "C", "C", "C", "C", "C", "C", "C", "C", "C", "C", "C", "C", "C", "H", "H", "H", "H", "H", "H", "H", "H", "H", "H", "H", "H", "H", "H", "H", "H", "H", "H", "H", "H", "H", "H", "H", "H", "H", "H", "H", "H", "H", "H", "H", "H", "H"],
  "positions_angstrom": [[-0.043, 0.072, 0.429], [0.157, 2.180, -0.433], [-6.529, 2.263, 0.800], [-0.857, -3.763, -0.398], [2.425, -1.339, 6.447], [-2.089, 0.147, 0.486], [-0.171, -1.645, -0.387], [0.250, 0.055, 2.459], [-4.789, -2.819, -0.387], [3.381, -1.989, 4.515], [2.040, 0.011, -0.464], [1.950, 2.440, -0.492], [0.517, 1.622, -3.183], [1.248, -0.568, 3.089], [-0.853, 4.116, 1.273], [4.706, 2.604, -0.231], [-1.328, 1.135, -4.645], [0.036, 1.262, -4.435], [-7.636, -2.342, -0.249], [0.360, -0.001, 5.222], [1.344, -0.632, 4.469], [-1.333, 5.375, 1.596], [-2.878, -0.784, 0.165], [-1.520, 6.322, 0.600], [-7.035, 0.022, 0.305], [-5.246, -1.544, -0.070], [-0.679, 0.644, 4.576], [-1.238, 6.008, -0.724], [-0.703, 0.640, 3.193], [-7.041, -3.406, -1.158], [-0.761, 4.750, -1.053], [2.717, 1.273, -0.439], [-4.756, 0.772, 0.483], [4.094, 1.360, -0.307], [-5.749, -3.940, -0.556], [-1.073, -2.568, -0.313], [-0.559, 3.801, -0.052], [3.949, 3.763, -0.292], [2.430, -1.348, 5.235], [-6.096, 1.024, 0.531], [-2.507, -2.098, -0.212], [-5.180, -5.075, -1.400], [2.570, 3.682, -0.419], [-2.221, 1.361, -3.605], [-4.313, -0.523, 0.185], [-1.747, 1.702, -2.350], [-0.374, 1.845, -2.138], [-6.626, -1.257, 0.006], [-3.474, -3.039, -0.447], [0.729, 1.080, -5.245], [-4.033, 1.553, 0.672], [1.968, 4.580, -0.444], [-4.421, -5.648, -0.869], [-3.286, 1.269, -3.772], [4.073, -2.506, 5.032], [-8.089, 0.262, 0.366], [-7.927, -2.797, 0.703], [4.429, 4.730, -0.223], [-1.697, 0.864, -5.625], [-1.392, 6.745, -1.500], [-7.739, -4.233, -1.281], [-1.513, 1.106, 2.646], [2.668, -0.755, -0.258], [-1.887, 7.308, 0.853], [1.611, -0.196, -1.365], [-8.539, -1.915, -0.684], [-4.758, -4.698, -2.333], [0.434, -0.041, 6.301], [-0.698, 3.372, 2.046], [-5.972, -4.322, 0.445], [1.583, 1.758, -3.030], [-1.464, 1.138, 5.130], [-0.543, 4.502, -2.085], [-5.988, -5.762, -1.646], [-1.563, 5.621, 2.625], [-2.430, 1.858, -1.523], [1.984, -1.025, 2.439], [5.780, 2.662, -0.121], [4.694, 0.458, -0.263], [3.386, -2.059, 3.517], [-6.837, -2.984, -2.146], [-3.133, -4.035, -0.687]],
  "mulliken_charge": [-0.143, 2.306, -0.352, -0.740, -0.622, 0.362, -0.481, 0.389, 0.167, -0.271, -0.207, 0.060, -0.377, -0.501, -0.538, -0.711, -0.595, -0.796, -1.098, -0.239, 0.585, -0.765, 1.456, -0.558, -0.794, -0.482, -1.317, -0.702, -0.473, -0.960, -0.313, 0.364, -1.509, -0.670, 0.523, -0.275, 0.220, -0.789, 0.332, -0.019, -0.257, -1.839, -0.932, -0.744, 0.531, -0.151, -0.012, 1.219, -0.232, 0.451, 0.694, 0.474, 0.503, 0.467, 0.236, 0.544, 0.337, 0.447, 0.403, 0.437, 0.379, 0.766, 0.261, 0.408, 0.245, 0.471, 0.395, 0.503, 0.464, 0.135, 0.437, 0.474, 0.502, 0.435, 0.442, 0.413, 0.162, 0.412, 0.434, 0.155, 0.324, 0.741]
}